Record 1
DFT (the ωB97M-V functional and the def2-TZVPD basis) results for a molecular structure, C36H55BHfN5O6Si in a non-equilibrium geometry.

CARTESIAN COORDINATES (ANGSTROEM)
Hf  -0.2858  -1.0297  0.6959
C  -0.0669  -4.1456  3.8502
C  -0.6568  -3.4799  2.6476
O  -0.0087  -2.4992  2.1911
C  -1.8783  -3.9454  2.0644
C  -2.5129  -5.1067  2.5699
C  -3.6772  -5.5699  2.0330
C  -4.2642  -4.8674  0.9631
C  -3.6815  -3.7376  0.4503
C  -2.4768  -3.2505  0.9816
O  -1.9467  -2.1741  0.4595
H  0.8218  -3.6016  4.1591
H  0.2064  -5.1770  3.6191
H  -0.7889  -4.1665  4.6677
H  -2.0598  -5.6399  3.3973
H  -4.1479  -6.4614  2.4262
H  -5.1991  -5.2204  0.5444
H  -4.1409  -3.1767  -0.3552
N  2.1472  -1.6108  0.4776
C  2.4718  -2.6540  -0.4288
C  3.6906  -3.2648  -0.4702
C  3.9695  -4.2564  -1.4350
C  3.0262  -4.6117  -2.3518
C  1.7396  -4.0242  -2.3012
C  0.7021  -4.3798  -3.1907
C  -0.5330  -3.8258  -3.0375
C  -0.7514  -2.9279  -1.9826
N  0.1899  -2.5400  -1.1473
C  1.4502  -3.0650  -1.3144
H  1.9235  -0.7560  -0.0383
H  2.8941  -1.4075  1.1209
H  4.4633  -2.9643  0.2306
H  4.9503  -4.7139  -1.4538
H  3.2398  -5.3484  -3.1179
H  0.9031  -5.0958  -3.9800
H  -1.3543  -4.0761  -3.6953
H  -1.7406  -2.5235  -1.8190
B  -4.3188  0.0206  1.9650
C  -2.7982  0.2104  1.7692
N  -1.6516  0.2959  1.5903
H  -4.8163  1.1024  2.1846
H  -4.6971  -0.4572  0.9083
H  -4.4458  -0.7565  2.8913
C  1.8356  1.7841  -4.7316
C  1.6991  0.4460  -4.0145
C  2.9861  0.0817  -3.2802
C  1.3203  -0.6484  -4.9972
O  0.6144  0.4950  -3.0630
Si  0.3489  1.3441  -1.7001
O  0.5333  0.2789  -0.4628
O  -1.1589  1.9525  -1.6418
C  -2.4128  1.6364  -2.2931
C  -3.4778  2.4246  -1.5533
C  -2.3227  2.0706  -3.7494
C  -2.6898  0.1403  -2.1939
O  1.4250  2.5517  -1.5414
C  1.3498  3.8179  -0.8539
C  0.4827  4.7951  -1.6400
C  2.7802  4.3234  -0.7827
C  0.7851  3.5920  0.5444
H  2.6297  1.7294  -5.4792
H  2.0752  2.5769  -4.0201
H  0.8996  2.0378  -5.2375
H  3.8223  0.0256  -3.9800
H  2.8777  -0.8929  -2.7899
H  3.2175  0.8388  -2.5238
H  2.0915  -0.7584  -5.7633
H  0.3737  -0.4033  -5.4861
H  1.2051  -1.6019  -4.4721
H  -3.2630  3.4948  -1.6136
H  -3.5039  2.1336  -0.5015
H  -4.4618  2.2400  -1.9882
H  -2.1098  3.1412  -3.8111
H  -3.2637  1.8711  -4.2670
H  -1.5203  1.5246  -4.2527
H  -2.6752  -0.1710  -1.1468
H  -1.9394  -0.4175  -2.7630
H  -3.6790  -0.0925  -2.5898
H  0.8723  4.9052  -2.6560
H  0.4922  5.7744  -1.1561
H  -0.5462  4.4372  -1.6969
H  3.1847  4.4446  -1.7901
H  3.4091  3.6109  -0.2416
H  2.8188  5.2894  -0.2734
H  -0.2393  3.2051  0.4932
H  0.7780  4.5306  1.1031
H  1.4041  2.8601  1.0733
N  0.9837  0.0652  2.3664
C  1.1039  0.8373  3.2188
N  1.2390  1.7083  4.1790
C  2.1508  2.8664  4.0753
C  1.3862  4.1416  4.3932
C  0.7009  4.0297  5.7570
C  -0.2384  2.8220  5.7881
C  0.5172  1.5430  5.4608
H  2.5795  2.8878  3.0775
H  2.9598  2.7204  4.7951
H  0.6335  4.3041  3.6162
H  2.0788  4.9842  4.3693
H  0.1457  4.9414  5.9754
H  1.4618  3.9202  6.5382
H  -1.0393  2.9583  5.0555
H  -0.7017  2.7129  6.7694
H  -0.1531  0.6920  5.3722
H  1.2536  1.3253  6.2379

Results
* net charge: +1
* gap between HOMO and LUMO: 8.10 eV
* LUMO level: -3.0061 eV
* E_HOMO: -0.408 Eh


Record 2
DFT (the ωB97M-V functional and the def2-TZVPD basis) results for a molecular structure, C31H88N8O13 in a non-equilibrium geometry.

CARTESIAN COORDINATES (ANGSTROEM)
C  3.6475  2.6096  0.4858
C  2.4358  2.8746  1.4551
C  2.1010  1.7021  2.3145
O  2.7317  4.0210  2.1344
H  4.4432  2.3194  1.1719
H  3.7761  3.5057  -0.1213
H  3.3718  1.8098  -0.2015
H  1.4860  3.1376  0.9895
H  1.2120  1.9977  2.8714
H  2.8774  1.3322  2.9842
H  1.8168  0.8603  1.6831
H  2.3872  4.7857  1.6674
C  1.9061  -2.8017  3.1020
C  0.5849  -2.2323  2.5120
C  -0.0715  -1.0651  3.3478
O  0.9507  -1.6163  1.1985
H  2.2991  -3.5002  2.3632
H  1.8140  -3.4315  3.9868
H  2.7012  -2.0887  3.3196
H  -0.1917  -2.9948  2.4520
H  -0.9829  -0.6556  2.9122
H  0.6054  -0.2286  3.5212
H  -0.4378  -1.4545  4.2977
H  1.8270  -1.2356  1.2913
C  -0.6028  1.5813  -4.6771
C  -0.8982  2.1186  -3.2013
C  0.4256  2.4736  -2.4214
O  -1.5737  3.3104  -3.4082
H  -0.1054  0.6115  -4.6906
H  -0.0352  2.2803  -5.2913
H  -1.5449  1.6593  -5.2197
H  -1.4996  1.3386  -2.7343
H  1.0912  3.1721  -2.9285
H  0.9772  1.5396  -2.5276
H  0.2944  2.6138  -1.3485
H  -1.3956  3.7115  -2.5544
C  2.6141  0.7493  -1.8182
C  3.2785  0.5879  -3.2206
C  2.3911  1.1969  -4.4195
O  4.4027  1.3508  -3.1389
H  1.6117  0.3213  -1.8140
H  2.4917  1.8039  -1.5712
H  3.3190  0.2466  -1.1561
H  3.4966  -0.4515  -3.4659
H  2.0432  2.1855  -4.1199
H  1.6348  0.4448  -4.6440
H  2.9416  1.2492  -5.3589
H  4.8631  1.0940  -2.3366
C  0.8645  0.4772  0.1974
C  -0.6299  0.2040  0.4906
C  -1.5601  0.6671  -0.6082
O  -0.8050  -1.1744  0.6349
H  1.2677  -0.0810  -0.6475
H  1.4920  0.1779  1.0369
H  1.0413  1.5326  -0.0098
H  -0.9067  0.5684  1.4800
H  -1.5108  1.7500  -0.7224
H  -2.6387  0.5299  -0.5313
H  -1.1586  0.2238  -1.5194
H  -0.1759  -1.4570  1.3027
C  -2.6422  -2.4410  2.1110
C  -2.4671  -2.5089  0.5727
C  -3.3743  -3.5368  -0.1001
O  -2.8136  -1.2522  0.0430
H  -3.6811  -2.2511  2.3808
H  -2.0323  -1.6350  2.5191
H  -2.1636  -3.3454  2.4864
H  -1.4002  -2.6474  0.3976
H  -4.4290  -3.3597  0.1106
H  -3.0195  -4.5639  -0.0144
H  -3.4484  -3.2799  -1.1569
H  -2.1068  -0.6381  0.2549
C  0.3922  1.3182  4.9386
C  -0.4966  2.4468  4.3017
C  -1.0051  1.8914  2.9505
O  -1.7151  2.6441  5.0675
H  1.2461  1.2595  4.2637
H  -0.0779  0.3353  4.9713
H  0.7765  1.6070  5.9168
H  0.0523  3.3422  4.0100
H  -1.4993  0.9278  3.0748
H  -0.0983  1.5537  2.4487
H  -1.5480  2.5030  2.2298
H  -2.2102  3.3097  4.5843
C  -5.7407  1.3205  -1.2855
C  -4.3757  1.7164  -0.8582
C  -3.4917  2.1005  -2.0288
O  -4.5012  2.8710  -0.0282
H  -5.9081  1.0605  -2.3307
H  -6.6165  1.9288  -1.0599
H  -6.0474  0.3654  -0.8591
H  -3.8580  0.9334  -0.3042
H  -2.4437  2.0135  -1.7420
H  -3.6403  3.1253  -2.3691
H  -3.7313  1.3539  -2.7859
H  -5.2936  2.7013  0.4866
C  2.3095  -1.7617  -0.8655
C  1.9445  -2.8451  -1.9495
C  1.5227  -2.2435  -3.2974
O  3.0142  -3.7853  -1.9909
H  3.1177  -1.1330  -1.2391
H  2.6812  -2.0908  0.1049
H  1.4552  -1.0994  -0.7250
H  1.2046  -3.6014  -1.6874
H  2.2475  -1.5384  -3.7042
H  0.6136  -1.6556  -3.1705
H  1.3870  -3.0335  -4.0361
H  3.8337  -3.4442  -2.3564
C  -1.8716  3.3286  0.6825
O  -0.6570  3.4430  0.9747
N  -2.6347  3.9654  -0.2039
N  -2.6503  2.4539  1.2581
H  -3.6310  3.8053  -0.2475
H  -2.3031  4.5098  -0.9873
H  -2.3620  1.8893  2.0443
H  -3.6168  2.6641  1.0538
C  3.8028  -0.7765  1.3511
O  2.6306  -0.6413  1.2698
N  4.3429  -1.0858  2.5037
N  4.6818  -0.7811  0.3150
H  3.8097  -1.3118  3.3311
H  5.3348  -1.2740  2.5332
H  5.6699  -0.9890  0.2931
H  4.1923  -0.6454  -0.5580
C  -1.4239  -1.8452  -2.4520
O  -0.9202  -2.0252  -3.4857
N  -1.0461  -2.4897  -1.3815
N  -2.3958  -0.9995  -2.1808
H  -1.3458  -2.2426  -0.4491
H  -0.3685  -3.2373  -1.4262
H  -2.5840  -0.7726  -1.2148
H  -2.7719  -0.3849  -2.8886
C  0.0390  -4.7818  1.4113
O  0.3612  -4.9970  2.5550
N  -0.3860  -5.7569  0.6241
N  -0.0671  -3.6570  0.7808
H  -0.0150  -6.6873  0.7542
H  -0.7004  -5.3636  -0.2514
H  -0.0260  -3.7520  -0.2239
H  0.1984  -2.7592  1.1596

Results
* net charge: 0
* gap between HOMO and LUMO: 6.50 eV
* LUMO level: -1.9796 eV
* E_HOMO: -0.312 Eh
* energy above the lowest of the compared OMol25 structures with the same formula, charge and spin: 41.830 eV


Record 3
DFT (the ωB97M-V functional and the def2-TZVPD basis) results for 2 unconnected molecules or ions with the total composition C4H11N3O2 in a non-equilibrium geometry.

CARTESIAN COORDINATES (ANGSTROEM)
C  -0.9927  -1.5823  3.1549
C  -0.6797  -0.6464  2.0666
O  0.5861  -0.6233  1.6566
O  -1.7129  -0.3059  1.4217
H  -0.6102  -2.6648  2.9293
H  -2.0730  -1.5110  3.3912
H  -0.4483  -1.2136  4.0985
C  2.4485  0.0965  -1.1469
C  0.1724  0.7165  -1.7511
N  0.9528  0.1826  -0.9058
N  0.2096  1.0357  -3.1548
N  -1.1799  1.1737  -1.2083
H  0.6621  -0.3851  0.7559
H  2.5846  0.1872  -2.1709
H  2.9084  -0.8500  -0.7857
H  1.1246  1.2146  -3.5073
H  -0.5276  1.6639  -3.5393
H  -1.4459  0.8681  -0.2843
H  -1.7430  1.0339  -1.8310
H  3.0147  0.8413  -0.7419

Results
* net charge: 0
* gap between HOMO and LUMO: 10.16 eV
* LUMO level: 0.7985 eV
* SMILES string: CN=C(N)N.CC(=O)O
* E_HOMO: -0.344 Eh
* energy above the lowest of the compared OMol25 structures with the same formula, charge and spin: 2.547 eV


Record 4
DFT (the ωB97M-V functional and the def2-TZVPD basis) results for a molecular structure, C23H42CdCl3N4O3SSi in a non-equilibrium geometry.

CARTESIAN COORDINATES (ANGSTROEM)
C  -0.7847  -2.7559  -3.1133
C  -1.0787  -1.3528  -3.5437
H  -1.2163  -3.4948  -3.7999
H  -1.1731  -2.8980  -2.0923
H  0.3027  -2.9240  -3.0725
C  -1.9899  -1.0093  -4.4699
C  -2.8686  -1.9677  -5.2133
H  -2.0927  0.0388  -4.7738
H  -2.9274  -2.9478  -4.7177
H  -2.4834  -2.1279  -6.2334
H  -3.8833  -1.5514  -5.3178
Cd  0.4984  -0.5731  1.0731
Cl  2.7748  -0.5660  -0.0319
Cl  -1.4359  -0.6475  2.5927
H  2.6351  2.5191  5.7128
H  4.8450  1.3727  5.4218
C  2.1031  1.7346  5.1669
C  4.2754  0.5110  5.0472
N  3.0598  0.9620  4.3832
H  1.3651  2.1724  4.4890
C  2.6760  0.4890  3.1990
O  1.5447  0.7557  2.7298
H  4.8871  -0.0411  4.3215
H  3.4019  -0.1310  2.6462
H  1.5869  1.0921  5.8948
H  4.0464  -0.1483  5.9000
H  -3.1694  -1.6358  -0.8120
H  -3.7863  0.1020  -2.6465
C  -3.7522  -1.0290  -0.1079
C  -4.3698  0.5901  -1.8511
N  -3.7546  0.3424  -0.5594
H  -3.2834  -1.0812  0.8789
C  -3.6544  1.3735  0.3541
O  -3.9200  1.3029  1.5424
H  -4.3991  1.6747  -2.0269
H  -3.2634  2.3048  -0.1370
H  -4.7834  -1.4132  -0.0773
H  -5.3962  0.1809  -1.8794
O  -0.9424  -0.3656  -1.4528
C  -0.3865  -0.2823  -2.6815
C  -1.4743  1.9731  -3.1564
C  -0.3862  1.1158  -3.3213
H  -2.2469  1.6894  -2.4427
C  -1.5472  3.1665  -3.8836
H  0.6759  -0.5925  -2.6505
C  0.6841  1.4912  -4.1317
H  -2.4286  3.8038  -3.7715
C  -0.5019  3.5022  -4.7587
C  0.6256  2.6758  -4.8661
H  1.5538  0.8232  -4.1812
H  -0.5722  4.4077  -5.3632
H  1.4506  2.9460  -5.5379
Si  0.8819  -4.0027  2.1617
Cl  0.1544  -3.0656  0.3330
C  -0.4534  -3.7407  3.4341
C  2.4798  -3.1539  2.6518
C  1.1611  -5.8055  1.7124
H  -0.6065  -2.6706  3.6551
H  -0.2103  -4.2582  4.3697
H  -1.4167  -4.1158  3.0691
H  0.2219  -6.3468  1.5213
H  1.6685  -6.3338  2.5338
H  1.7964  -5.8853  0.8181
H  2.6297  -2.1595  2.2049
H  3.3262  -3.7777  2.3275
H  2.5401  -3.0493  3.7480
S  -0.1837  1.6394  -0.2283
C  0.9220  2.7056  0.4816
N  0.5570  3.8431  1.0962
C  1.6884  4.5825  1.6291
C  2.8805  3.7002  1.2518
N  2.2624  2.6106  0.5151
H  -0.4173  4.1024  1.1811
H  1.6006  4.7207  2.7114
H  1.7422  5.5661  1.1570
H  3.4169  3.3359  2.1406
H  3.5838  4.2410  0.6102
H  2.7337  1.7405  0.2365

Results
* net charge: -1
* gap between HOMO and LUMO: 5.43 eV
* LUMO level: 2.0756 eV
* E_HOMO: -0.123 Eh
* energy above the lowest of the compared OMol25 structures with the same formula, charge and spin: 0.330 eV


Record 5
DFT (the ωB97M-V functional and the def2-TZVPD basis) results for a single C4H3NO molecule in a non-equilibrium geometry.

CARTESIAN COORDINATES (ANGSTROEM)
O  1.3970  -0.3550  0.9528
C  0.1760  0.2500  0.6114
C  -0.0050  0.4330  -0.8404
C  -0.1316  0.5765  -2.0276
C  -0.9740  -0.5099  1.1701
N  -1.8441  -1.1255  1.6169
H  1.4466  -1.2092  0.5013
H  0.1875  1.2318  1.0969
H  -0.2524  0.7082  -3.0813

Results
* net charge: 0
* gap between HOMO and LUMO: 11.71 eV
* LUMO level: 0.5681 eV
* SMILES string: C#C[C@H](O)C#N
* E_HOMO: -0.409 Eh
* energy above the lowest of the compared OMol25 structures with the same formula, charge and spin: 1.491 eV


Which value of gap between HOMO and LUMO does entry 1 give? 8.10 eV


Which of these has the lowest LUMO level? C36H55BHfN5O6Si


Among the records above, which one has the highest net charge? C36H55BHfN5O6Si


Which of these has the lowest LUMO level? C36H55BHfN5O6Si